34
Properties=species:S:1:pos:R:3:forces:R:3:nbo_charge:R:1 method="wB97M-V/def2-TZVPD" energy_ev=-30192.678 charge=-1 e_above_lowest_kcal_mol=7.08 homo_energy_ev=-5.15 smiles="CCOP1([O-])(OCC)OC(=O)C12CCCC2" homo_lumo_gap_ev=8.6
C -2.6684 1.7245 0.6464 0.36 0.06 -0.06 -0.63
C -1.2154 1.9296 1.0550 -0.32 -0.03 0.46 -0.05
H -1.1254 2.8529 1.6466 0.01 -0.23 -0.03 0.17
H -0.8697 1.0907 1.6712 0.01 0.12 0.03 0.17
O -0.3666 2.1020 -0.0499 0.27 -0.22 -0.45 -0.81
P 0.3835 0.8820 -0.8198 -0.36 -0.64 1.18 2.39
O 1.3877 1.3871 -1.7583 0.49 0.16 -0.51 -1.14
O 1.2636 0.2941 0.5409 -0.85 0.05 -0.73 -0.85
C 2.4809 0.9023 0.8367 0.70 0.32 0.16 -0.06
C 2.3362 2.0755 1.8032 -0.05 -0.29 -0.20 -0.63
H 1.8394 1.7530 2.7171 -0.04 0.01 0.12 0.19
H 3.3167 2.4781 2.0525 0.10 0.08 0.06 0.19
H 1.7381 2.8507 1.3328 -0.05 0.15 0.01 0.22
H 3.1273 0.1297 1.2813 -0.04 0.13 -0.06 0.15
H 2.9427 1.2586 -0.0930 0.07 -0.11 0.15 0.20
H -3.2999 1.6494 1.5309 -0.06 -0.01 0.09 0.19
H -2.9949 2.5609 0.0341 -0.09 0.05 -0.07 0.21
H -2.7665 0.8214 0.0523 -0.14 -0.10 -0.04 0.22
C -0.4634 -0.7657 -1.0613 -0.15 1.16 -0.25 -0.49
C -0.9722 -1.5381 0.1589 -0.27 0.01 0.20 -0.41
C -0.4194 -2.9584 0.0135 0.09 -0.04 0.12 -0.40
C 0.8900 -2.7471 -0.7366 -0.02 -0.13 -0.06 -0.40
C 0.5014 -1.7100 -1.7841 0.38 -0.09 -0.12 -0.39
H 1.3537 -1.1621 -2.1850 0.03 -0.09 -0.13 0.23
H -0.0299 -2.1903 -2.6114 -0.02 0.03 0.02 0.21
H 1.2858 -3.6657 -1.1754 0.05 0.00 0.01 0.19
H 1.6362 -2.3227 -0.0634 0.06 -0.02 0.03 0.20
H -1.0978 -3.5581 -0.5970 -0.03 -0.04 0.00 0.20
H -0.2867 -3.4542 0.9776 -0.05 -0.05 -0.01 0.19
H -2.0640 -1.5337 0.1877 0.03 0.04 0.01 0.22
H -0.5892 -1.0831 1.0717 -0.04 -0.05 0.03 0.22
C -1.5315 -0.2002 -2.0132 0.08 -0.56 0.31 0.77
O -2.4553 -0.8721 -2.4532 -0.42 -0.40 -0.17 -0.72
O -1.2669 1.0190 -2.2086 0.26 0.72 -0.11 -0.73

***

30
Properties=species:S:1:pos:R:3:forces:R:3:nbo_charge:R:1 method="wB97M-V/def2-TZVPD" energy_ev=-32329.605 homo_energy_ev=-8.30 smiles="CC(C)(C)C(=S)C(=S)C(C)(C)C" homo_lumo_gap_ev=7.7
C -0.5515 0.5664 -0.6285 0.08 0.40 -4.54 -0.04
C 0.8384 0.9174 -0.1875 -1.09 0.19 0.93 -0.09
C -3.0099 1.2284 -0.6246 -1.73 -2.95 2.12 -0.59
C -1.7874 0.5640 1.4676 -4.14 2.13 -0.71 -0.61
C -2.2440 -1.2859 -0.2404 -1.00 1.23 2.35 -0.59
C 2.2718 -0.7862 -1.4047 2.42 0.07 0.19 -0.60
C 1.4559 -1.1105 0.9987 2.30 -1.99 -0.76 -0.61
C 3.2143 0.5508 0.4686 -0.61 -0.19 -2.86 -0.60
C -1.9283 0.3036 -0.0339 0.50 -0.91 1.50 -0.12
C 1.9543 -0.1563 -0.0702 -0.38 1.73 0.44 -0.15
S -0.4975 0.7181 -2.3249 -0.02 -0.39 1.67 0.02
S 0.9220 2.4995 0.2503 0.03 -0.60 -0.02 0.07
H -4.0265 1.0613 -0.0563 2.04 0.53 -0.59 0.21
H -3.2348 0.8329 -1.5669 -0.15 0.24 -1.83 0.22
H -2.6677 2.2099 -0.5720 0.21 1.76 -0.22 0.22
H -2.8276 0.2817 1.8046 1.38 -0.09 0.58 0.21
H -1.0151 -0.0218 1.7832 1.78 -1.49 1.70 0.20
H -1.6952 1.6538 1.7613 0.33 -1.22 -0.60 0.23
H -2.6911 -1.4817 -1.1472 -1.06 0.21 -2.43 0.22
H -3.0075 -1.8033 0.4848 1.79 1.38 -0.68 0.22
H -1.3334 -1.8179 -0.3340 0.96 -0.71 0.60 0.21
H 2.7455 0.0070 -2.0257 -0.77 -0.50 -0.01 0.22
H 1.3946 -1.1976 -1.8245 -0.61 -0.57 -0.89 0.22
H 3.1234 -1.5435 -1.3129 -1.38 0.61 0.16 0.21
H 2.3456 -1.7927 1.2123 -1.00 0.99 0.38 0.22
H 1.0415 -0.6484 1.8500 0.09 0.72 1.22 0.22
H 0.7371 -1.8190 0.6859 -1.13 -0.61 -0.85 0.21
H 4.0467 0.0365 0.0195 0.62 -0.36 0.37 0.21
H 3.1699 0.4674 1.4944 0.49 0.39 2.28 0.21
H 3.2567 1.5661 0.0730 0.05 0.02 0.49 0.23

***

29
Properties=species:S:1:pos:R:3:forces:R:3:nbo_charge:R:1 method="wB97M-V/def2-TZVPD" energy_ev=-18533.398 e_above_lowest_kcal_mol=146.52 homo_energy_ev="-6.82 / -6.82" homo_lumo_gap_ev="6.8 / 6.8"
C 0.1979 -1.9297 -0.4583 -0.19 -1.79 0.76 -0.10
C -1.1311 -1.8462 -0.3960 -0.98 -0.34 -0.56 -0.76
C 1.1146 -0.8436 -0.6640 2.07 0.40 -0.55 -0.23
C 0.7258 0.4047 -0.8908 -2.78 -1.68 0.33 0.02
C 2.9843 -1.6982 0.9335 0.20 2.26 -0.57 -0.61
C 0.0803 2.7804 -0.3328 -2.41 -0.66 -3.06 -0.57
C -2.4737 0.4631 1.6098 2.27 -0.23 -1.48 -0.62
C 2.6106 -1.2600 -0.4986 -0.41 0.78 0.99 -0.41
C 1.1908 1.7784 -0.8832 -2.47 1.42 -3.25 -0.54
C -3.1746 0.4623 0.2487 2.01 -0.31 -0.77 -0.88
Si -2.2390 -0.5531 -1.0704 2.55 1.42 1.11 1.26
H 0.6762 -2.9295 -0.1922 -0.61 1.37 -0.15 0.20
H -1.6646 -2.6682 0.0270 -0.14 -1.04 0.03 0.22
H 2.5348 -1.0016 1.5868 -0.58 1.10 0.97 0.20
H 4.0312 -1.5947 1.1460 0.74 -0.21 -0.24 0.21
H 2.6541 -2.5990 1.3206 -0.71 -2.25 0.02 0.20
H -0.9802 2.2555 -0.2363 2.42 0.73 -0.43 0.20
H -0.1467 3.6934 -1.0456 0.86 -1.74 1.42 0.20
H 0.2865 3.1105 0.6112 0.71 1.13 2.50 0.20
H -1.5090 -0.0780 1.6072 -0.59 -0.55 0.04 0.22
H -2.0611 1.4342 1.5695 0.16 1.45 1.37 0.22
H -3.0326 0.2099 2.4784 -0.60 0.06 0.47 0.22
H 2.9137 -2.1195 -1.0952 -0.11 0.52 -0.93 0.21
H 3.1209 -0.2921 -0.7034 0.41 -1.13 -0.21 0.20
H 2.1926 1.8909 -0.5436 0.79 0.46 0.75 0.22
H 1.1771 2.0984 -2.0018 0.53 -0.67 1.51 0.23
H -3.0599 1.4852 -0.1631 -1.16 -0.49 0.15 0.24
H -4.1265 0.0802 0.4309 -2.09 -0.04 -0.48 0.24
H -2.8927 -0.7334 -2.3943 0.10 -0.01 0.23 -0.17

***

29
Properties=species:S:1:pos:R:3:forces:R:3:nbo_charge:R:1 method="wB97M-V/def2-TZVPD" energy_ev=-18535.611 e_above_lowest_kcal_mol=95.48 homo_energy_ev=-7.96 smiles="CC(C)(C)[SiH2][C@@H]1C=CC=CC1" homo_lumo_gap_ev=8.7
C 2.0601 -0.9895 0.4166 -1.18 1.02 -0.17 -0.14
C 3.2797 -1.3183 0.0047 -0.64 -1.07 -0.35 -0.28
C 1.4799 0.4628 0.3248 0.16 -2.36 0.97 -0.57
C 4.2574 -0.3462 -0.4084 3.55 -3.37 -1.08 -0.22
C 2.7506 1.4203 0.4003 -0.90 1.65 -1.47 -0.44
C 4.1038 0.9186 -0.2433 -2.84 1.61 1.49 -0.18
C -1.6138 -1.5082 -0.5521 -1.20 2.04 -2.60 -0.61
C -3.1409 -0.0237 0.7992 -0.80 -0.81 -4.43 -0.60
C -1.9103 0.8594 -1.2493 -0.70 0.95 0.57 -0.62
C -1.8216 -0.0980 -0.0749 -0.34 0.76 1.06 -0.44
Si -0.5048 0.3988 1.2115 3.94 -1.81 -0.32 1.10
H 1.3548 -1.8069 0.5112 -0.11 -0.02 0.41 0.19
H 3.4226 -2.3896 -0.1476 0.49 0.31 0.15 0.21
H 0.9879 0.2661 -0.6250 0.50 1.14 -1.13 0.21
H 5.3291 -0.7059 -0.7761 -2.45 0.50 0.77 0.20
H 2.4211 2.3761 -0.1525 0.75 -1.07 1.11 0.21
H 2.9825 1.6647 1.4531 -0.32 0.03 -0.39 0.21
H 4.9901 1.4858 -0.2965 0.37 1.45 -0.31 0.21
H -2.2768 -1.7647 -1.3976 -0.52 0.04 0.64 0.21
H -0.7108 -1.5588 -1.0529 2.41 -0.35 -0.66 0.21
H -1.6622 -2.1746 0.2026 -0.20 -2.45 2.37 0.21
H -3.5433 1.0037 0.8148 -0.32 -0.61 -0.45 0.22
H -2.8789 -0.1969 1.7577 0.41 -1.16 3.45 0.19
H -3.8334 -0.9035 0.3700 0.99 2.37 1.18 0.22
H -1.9383 1.9227 -0.9676 0.56 -0.20 0.14 0.21
H -1.2350 0.7022 -2.0609 0.93 -0.13 -0.27 0.22
H -2.8778 0.7682 -1.6892 -1.02 -0.48 -0.49 0.21
H -0.9118 1.5738 1.9045 -0.36 0.92 0.55 -0.18
H -0.0614 -0.7733 2.1980 -1.16 1.08 -0.75 -0.15

***

37
Properties=species:S:1:pos:R:3:forces:R:3:nbo_charge:R:1 method="wB97M-V/def2-TZVPD" energy_ev=-31797.868 charge=+1 e_above_lowest_kcal_mol=205.37 homo_energy_ev=-11.78 homo_lumo_gap_ev=6.3
C 6.0131 0.4693 1.3933 -0.19 -0.25 0.40 -0.63
C 6.1834 -0.4690 0.0383 -0.92 0.78 0.48 -0.81
B 4.7329 -1.1649 -0.4324 1.76 -0.87 -1.52 1.04
O 4.7889 -2.1516 -1.5682 -0.85 4.17 1.05 -0.91
C 3.2959 -0.7309 0.3129 -2.92 0.29 1.81 -0.03
C 2.9917 -0.9969 1.9237 -3.05 2.39 -2.55 -0.21
C 1.5408 -0.4692 2.5419 1.10 0.54 -4.33 -0.09
C 0.4993 0.2767 1.4957 4.09 -2.42 -1.74 -0.36
P -1.2172 1.0155 2.0178 0.40 3.98 -0.39 1.17
N -1.0241 2.6545 2.0038 -1.18 -2.59 -0.85 -1.23
C 0.9354 0.4359 -0.0880 1.61 -1.33 2.71 0.11
N 2.2740 -0.0576 -0.6266 -2.02 -0.30 5.23 -0.52
H 5.7789 -0.2503 2.3165 0.83 1.73 -1.85 0.20
H 5.0697 1.1972 1.3313 2.16 -1.52 -0.10 0.21
H 6.9860 1.1285 1.5858 -2.22 -1.63 -0.29 0.25
H 6.9159 -1.3775 0.2058 -1.16 2.04 -0.45 0.28
H 6.5667 0.2779 -0.8098 -0.65 -1.97 1.54 0.27
H 4.9651 -1.5734 -2.3922 0.05 -1.61 1.67 0.51
H 3.8201 -1.5148 2.6061 -2.08 1.29 -1.82 0.29
H 1.2462 -0.5878 3.6882 0.80 0.23 -2.79 0.28
H -1.5178 0.5240 3.3696 0.57 -0.25 -1.35 0.01
H -2.2909 0.6253 1.0934 1.12 -0.55 0.87 0.03
H -1.7171 3.0854 1.3322 0.97 -0.66 0.98 0.39
H 0.1916 0.9496 -0.8422 1.85 -1.12 1.59 0.27
H 2.4621 0.0865 -1.6548 -0.13 -0.36 1.68 0.46
C -3.8284 -1.3629 -1.9790 0.14 -0.36 -0.28 -0.26
O -4.5302 -0.3259 -1.2960 -0.62 0.27 -0.08 -0.51
C -5.7947 -0.1194 -1.7430 -0.79 -0.13 -0.53 0.98
O -6.3451 -0.7307 -2.6454 1.02 0.93 1.45 -0.62
O -6.3406 0.8851 -1.0121 0.84 -0.88 -0.46 -0.50
C -7.6802 1.2137 -1.3748 -0.66 0.19 -0.15 -0.26
H -2.8298 -1.4410 -1.5403 -0.24 0.21 0.12 0.18
H -4.3374 -2.3235 -1.8496 0.03 0.21 -0.18 0.20
H -3.7198 -1.1208 -3.0411 -0.17 -0.14 0.16 0.20
H -8.3431 0.3561 -1.2212 0.18 0.12 -0.19 0.20
H -7.7256 1.5588 -2.4128 0.00 -0.23 0.16 0.20
H -8.0157 2.0281 -0.7268 0.35 -0.19 -0.01 0.20

***

41
Properties=species:S:1:pos:R:3:forces:R:3:nbo_charge:R:1 method="wB97M-V/def2-TZVPD" energy_ev=-58136.931 homo_energy_ev=-8.80 smiles="CCCCCC[C@@]1(N=C=O)OS(=O)(=O)O[C@]1([PH2]=S)B(O)OC" homo_lumo_gap_ev=8.9
C 0.3922 -3.3635 1.1523 -0.61 0.32 0.92 -0.61
C -0.9754 -2.7255 1.5005 0.30 -0.23 -1.07 -0.39
C -1.9633 -2.7940 0.3164 -0.35 0.11 0.82 -0.40
C -2.1745 -1.4690 -0.3987 1.07 -0.19 0.13 -0.40
C -0.8553 -0.7856 -0.7995 -0.91 -0.07 -0.64 -0.40
C -1.1938 0.5211 -1.5519 0.40 -0.80 0.71 -0.48
C -0.2874 1.6954 -1.2563 -1.12 1.71 -0.79 0.44
N 0.7182 2.0394 -2.2649 -0.02 -1.38 -0.04 -0.57
C 1.2104 1.0916 -2.8545 0.98 -0.68 -0.19 0.90
O 1.7508 0.2009 -3.3873 -0.55 0.92 0.21 -0.49
O -1.1954 2.8587 -1.3330 -0.15 0.26 0.48 -0.70
S -0.6068 4.1261 -0.5829 1.56 -0.37 -0.50 2.56
O 0.1010 4.9846 -1.4388 0.62 0.35 -1.11 -0.90
O -1.5246 4.7297 0.2788 -1.32 -0.15 1.16 -0.88
O 0.5516 3.2790 0.2179 -0.72 0.32 -0.01 -0.70
C 0.2948 1.8616 0.1427 1.02 0.21 0.95 -0.39
P -0.8070 1.5460 1.6482 -1.73 0.24 -0.20 0.84
S -2.7147 1.8454 1.4225 0.08 -0.16 0.00 -0.57
B 1.7383 1.2123 0.4689 0.07 -0.24 0.34 1.18
O 1.9240 0.6994 1.7540 -0.28 0.09 -0.38 -0.93
O 2.7288 1.1592 -0.4283 -0.32 -0.44 -0.16 -0.69
C 3.8119 0.2568 -0.1632 0.37 0.49 -0.67 -0.25
H 0.5873 -4.1957 1.8148 0.15 -0.32 0.04 0.22
H 1.1782 -2.6412 1.3355 0.44 0.08 -0.23 0.18
H 0.4139 -3.7178 0.1347 0.19 -0.01 -0.34 0.21
H -1.4315 -3.1820 2.3631 0.02 -0.28 0.34 0.21
H -0.8126 -1.6881 1.7605 -0.12 0.26 0.20 0.18
H -1.6855 -3.5846 -0.3668 0.28 -0.18 -0.31 0.19
H -2.9087 -3.1152 0.7386 -0.43 0.00 -0.13 0.21
H -2.7259 -1.6406 -1.3143 -0.49 0.13 -0.12 0.21
H -2.6829 -0.7798 0.2641 -0.47 0.13 -0.01 0.23
H -0.2614 -0.6346 0.0951 0.34 0.08 0.04 0.18
H -0.3440 -1.4553 -1.4809 0.57 -0.15 0.06 0.21
H -2.1841 0.8239 -1.2532 -0.31 0.22 0.20 0.27
H -1.2518 0.2943 -2.6088 0.17 0.28 -0.33 0.23
H -0.6049 0.2466 2.1406 0.55 0.19 -0.07 -0.03
H -0.2889 2.4409 2.5990 0.55 -0.30 -0.19 0.02
H 1.7667 -0.2473 1.7553 0.14 -0.31 0.41 0.50
H 4.2999 0.0858 -1.1100 0.11 0.00 -0.33 0.20
H 3.4855 -0.7073 0.1984 -0.20 -0.13 0.34 0.17
H 4.5271 0.7283 0.4914 0.11 -0.02 0.44 0.20

***

Copy entry 6 word for word.
41
Properties=species:S:1:pos:R:3:forces:R:3:nbo_charge:R:1 method="wB97M-V/def2-TZVPD" energy_ev=-58136.931 homo_energy_ev=-8.80 smiles="CCCCCC[C@@]1(N=C=O)OS(=O)(=O)O[C@]1([PH2]=S)B(O)OC" homo_lumo_gap_ev=8.9
C 0.3922 -3.3635 1.1523 -0.61 0.32 0.92 -0.61
C -0.9754 -2.7255 1.5005 0.30 -0.23 -1.07 -0.39
C -1.9633 -2.7940 0.3164 -0.35 0.11 0.82 -0.40
C -2.1745 -1.4690 -0.3987 1.07 -0.19 0.13 -0.40
C -0.8553 -0.7856 -0.7995 -0.91 -0.07 -0.64 -0.40
C -1.1938 0.5211 -1.5519 0.40 -0.80 0.71 -0.48
C -0.2874 1.6954 -1.2563 -1.12 1.71 -0.79 0.44
N 0.7182 2.0394 -2.2649 -0.02 -1.38 -0.04 -0.57
C 1.2104 1.0916 -2.8545 0.98 -0.68 -0.19 0.90
O 1.7508 0.2009 -3.3873 -0.55 0.92 0.21 -0.49
O -1.1954 2.8587 -1.3330 -0.15 0.26 0.48 -0.70
S -0.6068 4.1261 -0.5829 1.56 -0.37 -0.50 2.56
O 0.1010 4.9846 -1.4388 0.62 0.35 -1.11 -0.90
O -1.5246 4.7297 0.2788 -1.32 -0.15 1.16 -0.88
O 0.5516 3.2790 0.2179 -0.72 0.32 -0.01 -0.70
C 0.2948 1.8616 0.1427 1.02 0.21 0.95 -0.39
P -0.8070 1.5460 1.6482 -1.73 0.24 -0.20 0.84
S -2.7147 1.8454 1.4225 0.08 -0.16 0.00 -0.57
B 1.7383 1.2123 0.4689 0.07 -0.24 0.34 1.18
O 1.9240 0.6994 1.7540 -0.28 0.09 -0.38 -0.93
O 2.7288 1.1592 -0.4283 -0.32 -0.44 -0.16 -0.69
C 3.8119 0.2568 -0.1632 0.37 0.49 -0.67 -0.25
H 0.5873 -4.1957 1.8148 0.15 -0.32 0.04 0.22
H 1.1782 -2.6412 1.3355 0.44 0.08 -0.23 0.18
H 0.4139 -3.7178 0.1347 0.19 -0.01 -0.34 0.21
H -1.4315 -3.1820 2.3631 0.02 -0.28 0.34 0.21
H -0.8126 -1.6881 1.7605 -0.12 0.26 0.20 0.18
H -1.6855 -3.5846 -0.3668 0.28 -0.18 -0.31 0.19
H -2.9087 -3.1152 0.7386 -0.43 0.00 -0.13 0.21
H -2.7259 -1.6406 -1.3143 -0.49 0.13 -0.12 0.21
H -2.6829 -0.7798 0.2641 -0.47 0.13 -0.01 0.23
H -0.2614 -0.6346 0.0951 0.34 0.08 0.04 0.18
H -0.3440 -1.4553 -1.4809 0.57 -0.15 0.06 0.21
H -2.1841 0.8239 -1.2532 -0.31 0.22 0.20 0.27
H -1.2518 0.2943 -2.6088 0.17 0.28 -0.33 0.23
H -0.6049 0.2466 2.1406 0.55 0.19 -0.07 -0.03
H -0.2889 2.4409 2.5990 0.55 -0.30 -0.19 0.02
H 1.7667 -0.2473 1.7553 0.14 -0.31 0.41 0.50
H 4.2999 0.0858 -1.1100 0.11 0.00 -0.33 0.20
H 3.4855 -0.7073 0.1984 -0.20 -0.13 0.34 0.17
H 4.5271 0.7283 0.4914 0.11 -0.02 0.44 0.20